ORCA calculation (ωB97M-V/def2-TZVPD) on a molecular structure, C39H39CoF5N3OSi.

CARTESIAN COORDINATES (ANGSTROEM)
Co 0.057 0.103 -0.793
C -1.890 0.176 -0.035
Si -2.327 1.058 1.521
C -1.104 2.498 1.807
N 0.216 2.212 1.222
C 0.915 3.437 0.858
C 1.356 4.307 2.052
C 1.723 3.441 3.267
C 2.179 2.061 2.804
C 1.041 1.332 2.080
C -2.411 -0.045 3.063
C -2.198 0.445 4.352
C -2.338 -0.368 5.468
C -2.701 -1.699 5.317
C -2.916 -2.208 4.044
C -2.770 -1.388 2.934
C -4.020 1.939 1.489
C -4.263 2.922 0.525
C -5.459 3.622 0.488
C -6.450 3.351 1.423
C -6.242 2.363 2.374
C -5.041 1.666 2.401
H -2.421 0.654 -0.867
H -2.246 -0.859 -0.006
H -1.015 2.784 2.868
H -1.517 3.375 1.299
H 0.264 4.011 0.197
H 1.784 3.158 0.275
H 0.568 5.015 2.323
H 2.221 4.896 1.737
H 0.860 3.327 3.930
H 2.511 3.927 3.847
H 2.507 1.453 3.650
H 3.038 2.178 2.136
H 0.383 0.865 2.818
H 1.468 0.519 1.481
H -1.924 1.486 4.492
H -2.165 0.037 6.459
H -2.816 -2.334 6.187
H -3.198 -3.246 3.917
H -2.939 -1.795 1.943
H -3.496 3.139 -0.213
H -5.621 4.383 -0.266
H -7.379 3.908 1.409
H -7.016 2.138 3.098
H -4.890 0.895 3.149
N 0.949 -1.672 -0.331
C 1.685 -2.242 -1.014
N 2.524 -2.715 -1.906
C 2.544 -2.039 -3.211
C 3.971 -2.021 -3.737
C 4.511 -3.450 -3.820
C 4.450 -4.105 -2.439
C 3.027 -4.078 -1.888
H 2.144 -1.034 -3.081
H 1.889 -2.577 -3.908
H 4.595 -1.433 -3.058
H 3.985 -1.540 -4.716
H 5.539 -3.449 -4.189
H 3.905 -4.025 -4.528
H 5.103 -3.562 -1.752
H 4.794 -5.140 -2.489
H 3.007 -4.452 -0.865
H 2.381 -4.720 -2.503
C -0.654 -0.636 -2.455
C -1.348 -1.504 -2.964
C -2.180 -2.540 -3.480
C -3.134 -2.322 -4.481
C -3.963 -3.348 -4.902
C -3.862 -4.615 -4.343
C -2.920 -4.846 -3.348
C -2.087 -3.826 -2.924
H -3.221 -1.335 -4.917
H -4.708 -3.159 -5.666
H -4.511 -5.415 -4.677
H -2.848 -5.826 -2.891
H -1.358 -3.993 -2.141
F 6.854 2.912 0.362
C 5.680 2.402 -0.057
C 5.253 1.157 0.364
F 6.029 0.440 1.192
C 4.040 0.644 -0.048
F 3.706 -0.572 0.424
C 3.133 1.333 -0.903
O 1.978 0.928 -1.256
C 3.677 2.567 -1.370
F 2.965 3.276 -2.265
C 4.875 3.097 -0.942
F 5.283 4.292 -1.394

Summary:
expectation value of S²	1.15
energy relative to the best compared isomer or geometry (same formula, charge and spin)	30.3	kcal per mole
2S+1	2
total charge	-1
HOMO (alpha / beta)	-0.18325 / -0.16561	hartree